Entry 1:
This record from OMol25 describes a molecular structure, C5H11EuO3 in a non-equilibrium geometry. The level of theory is ωB97M-V/def2-TZVPD.

Values from the calculation:
energy relative to the best compared isomer or geometry (same formula, charge and spin)	283.33	kJ/mol
total charge	0
2S+1	9
⟨S²⟩	20.0085
HOMO-LUMO gap (alpha / beta)	5.3706 / 5.7048	eV

Last column: Mulliken charge in e.
Cartesian coordinates (Å):
C  -1.11839  1.52408  0.16581  -0.679
O  -0.84376  0.58036  -0.89510  -0.430
C  0.45995  0.04251  -0.98753  -0.483
C  0.82933  -0.78949  0.22331  -0.382
O  -0.18680  -1.76891  0.39376  -0.236
C  0.25704  -3.10427  0.56900  -0.766
H  -2.08245  1.99400  -0.07954  0.402
H  -0.72855  1.32325  1.18134  0.270
H  1.19295  0.85235  -1.10948  0.373
H  0.41775  -0.60075  -1.87738  0.302
H  0.87108  -0.20980  1.15630  0.234
H  1.82887  -1.21857  0.06789  0.449
H  0.81211  -3.42716  -0.32206  0.315
H  0.86220  -3.14513  1.48549  0.309
H  -0.60809  -3.75851  0.71825  0.240
Eu  -2.47475  -1.14000  0.17102  0.746
O  0.01714  3.48164  -1.42727  -0.732
C  -0.03451  3.00310  -0.21420  -0.489
H  -0.41701  3.69884  0.57541  0.343
H  0.94589  2.66247  0.20497  0.217


Entry 2:
This record from OMol25 describes C5H11FN2 in the gas phase in a non-equilibrium geometry. The level of theory is ωB97M-V/def2-TZVPD.

Values from the calculation:
energy relative to the best compared isomer or geometry (same formula, charge and spin)	408.36	kJ/mol
total charge	0
HOMO-LUMO gap	9.6755	eV

Last column: Mulliken charge in e.
Cartesian coordinates (Å):
C  0.02477  1.77896  -0.64793  -1.025
C  -1.03959  0.55482  -0.50485  -0.005
N  -1.68717  0.21856  0.75253  -0.497
C  -0.44175  -0.39973  1.36283  -0.691
C  0.01489  -0.57962  -0.10370  0.730
N  -0.40249  -1.80501  -0.71652  -0.596
C  1.66119  -0.49686  -0.15231  -0.827
F  2.24853  0.37398  0.65121  -0.291
H  0.43483  1.92291  0.49901  0.205
H  -0.63046  2.55628  -1.05155  0.336
H  0.92471  1.89376  -1.30553  0.281
H  -1.66726  0.20494  -1.35144  0.420
H  -2.32132  0.95862  1.40488  0.275
H  0.13532  0.36504  2.06339  0.227
H  -0.46392  -1.30655  2.09781  0.294
H  -0.34958  -1.84882  -1.75213  0.205
H  -0.08739  -2.60440  -0.06718  0.303
H  1.93259  -0.16489  -1.19080  0.348
H  1.71410  -1.62199  0.01228  0.306


Entry 3:
This record from OMol25 describes a molecular structure, C5H11FN2NbO5P2 in a non-equilibrium geometry. The level of theory is ωB97M-V/def2-TZVPD.

Values from the calculation:
energy relative to the best compared isomer or geometry (same formula, charge and spin)	0.00	kJ/mol
total charge	-1
HOMO-LUMO gap	5.3848	eV

Last column: Mulliken charge in e.
Cartesian coordinates (Å):
C  2.90278  0.89668  1.14828  -0.581
C  1.54620  1.03712  1.02080  0.106
Nb  0.21244  -0.34234  -0.15234  -0.083
F  1.88903  -0.77518  -1.34059  -0.712
C  0.74860  -2.01498  1.28134  -0.340
C  -0.33277  -2.78262  1.62571  -0.299
N  -0.85376  -1.79210  -1.37155  -0.754
C  0.01087  -2.62110  -1.75854  0.868
O  0.77166  -3.49152  -1.86425  -0.492
P  -1.77899  0.16424  1.36833  0.345
O  -3.25980  0.25736  0.54112  -0.492
O  -1.50365  1.56731  2.29113  -0.482
P  -0.43122  1.57210  -1.77537  1.006
N  -0.62874  1.07980  -3.27064  -0.972
O  -1.85161  2.33028  -1.27280  -0.484
O  0.77462  2.76134  -1.83812  -0.589
H  3.43295  -0.08010  1.05315  0.191
H  3.49632  1.81352  1.41672  0.213
H  1.10919  1.92082  1.56346  0.228
H  1.77997  -2.16732  1.67812  0.325
H  -0.67497  -3.61957  0.94978  0.197
H  -0.94706  -2.55857  2.54581  0.314
H  -3.27076  -0.30764  -0.25253  0.298
H  -2.35124  1.88869  2.65412  0.289
H  -0.46858  0.06431  -3.29245  0.285
H  -1.68218  2.65576  -0.36557  0.294
H  1.36069  2.54371  -2.58314  0.318


Entry 4:
This record from OMol25 describes a gas-phase ion, C5H11IN (charge +1) in a non-equilibrium geometry. The level of theory is ωB97M-V/def2-TZVPD.

Values from the calculation:
energy relative to the best compared isomer or geometry (same formula, charge and spin)	321.54	kJ/mol
total charge	+1
HOMO-LUMO gap (alpha / beta)	8.7017 / 8.7024	eV

Last column: Mulliken charge in e.
Cartesian coordinates (Å):
C  -0.69517  -1.63715  0.02519  -0.564
C  0.75553  -0.92917  0.43328  0.065
C  -0.65434  0.66318  -0.25378  -0.560
C  -1.50435  -0.37613  0.38341  -0.650
C  1.93511  -0.99631  -0.44076  -1.067
N  -1.13948  1.97180  0.08629  -0.182
I  -3.67967  -0.18432  -0.24017  0.028
H  -0.52527  -1.87039  -1.00708  0.369
H  -0.72538  -2.47825  0.82901  0.328
H  0.93667  -0.73422  1.46973  0.426
H  -0.55419  0.53352  -1.40454  0.239
H  -1.55510  -0.32272  1.49234  0.516
H  2.17305  0.02909  -0.92323  0.264
H  1.84386  -1.71796  -1.28225  0.329
H  2.78457  -1.36201  0.21719  0.338
H  -1.95271  2.28984  -0.57717  0.391
H  -0.50276  2.76060  -0.11204  0.372
H  -1.44055  2.00288  1.05837  0.357


> What is the formula in the fourth record?

C5H11IN


> Which value of energy relative to the best compared isomer or geometry (same formula, charge and spin) does entry 2 give?

408.36 kJ/mol


> What is the energy relative to the best compared isomer or geometry (same formula, charge and spin) in the fourth record?

321.54 kJ/mol


> Among the records above, which one has the lowest energy relative to the best compared isomer or geometry (same formula, charge and spin)?

C5H11FN2NbO5P2